ORCA calculation (ωB97M-V/def2-TZVPD) on the molecule C3H6N2O2S at a distorted geometry.

Geometry (Å):
C1 -0.6248 2.0420 -0.0280
O1 0.3756 1.0746 0.0023
C2 -0.0980 -0.2234 0.0353
N1 -1.3328 -0.4680 -0.0216
S1 -1.8617 -2.0663 -0.0014
N2 0.9341 -1.1208 0.0209
C3 2.2829 -0.8460 0.0183
O2 3.1151 -1.7439 -0.0370
H1 -0.1447 3.0292 -0.0025
H2 -1.2185 2.0182 0.8936
H3 -1.3428 2.0320 -0.8507
H4 -3.2476 -1.8710 -0.0489
H5 0.6688 -2.0989 0.0375
H6 2.4944 0.2421 -0.0177

Computed properties:
- total charge = 0
- LUMO (eV) = 0.64
- total energy (eV) = -21117.9362
- 2S+1 = 1
- energy above the lowest of the compared OMol25 structures with the same formula, charge and spin (kcal/mol) = 44.12
- SMILES = CO/C(=N/S)NC=O
- HOMO-LUMO gap (eV) = 9.467

---

ORCA calculation (ωB97M-V/def2-TZVPD) on C13H11NO2S2Zn as an isolated structure at a distorted geometry.

Geometry (Å):
O1 3.9423 -2.1124 0.4683
S1 3.0562 -1.0439 0.8671
O2 3.4373 -0.2094 1.9458
C1 2.8914 0.0172 -0.5875
C2 1.7945 1.0199 -0.3486
C3 2.0044 2.2775 0.1614
C4 0.9084 3.1007 0.3323
C5 -0.3743 2.7433 -0.0139
C6 -0.6191 1.4844 -0.5295
C7 0.4849 0.6213 -0.6756
S2 0.1253 -0.9714 -1.2924
C8 -1.4294 -1.2902 -0.5261
C9 -1.7530 -2.5527 -0.0535
C10 -2.9629 -2.7178 0.5558
C11 -3.8235 -1.6248 0.6780
C12 -3.5108 -0.3866 0.1995
C13 -2.2822 -0.1879 -0.4150
N1 -1.8945 1.0626 -0.9016
H1 1.7776 -1.4899 1.0858
H2 3.8480 0.5485 -0.7624
H3 2.6487 -0.6553 -1.4494
H4 3.0160 2.5625 0.4361
H5 1.0262 4.0920 0.7646
H6 -1.2151 3.4225 0.1067
H7 -1.0162 -3.3430 -0.1724
H8 -3.2129 -3.6943 0.9577
H9 -4.7785 -1.7431 1.1832
H10 -4.2010 0.4492 0.2910
H11 -2.5829 1.7780 -0.6793
Zn1 4.6953 -1.1569 -1.6262

Computed properties:
- total charge = +2
- LUMO (eV) = -11.53
- total energy (eV) = -89311.4737
- 2S+1 = 1
- HOMO-LUMO gap (eV) = 2.787

---

ORCA calculation (ωB97M-V/def2-TZVPD) on an isolated ion of composition C4H7N2O and charge +1 at a distorted geometry.

Geometry (Å):
O1 -0.5457 2.5177 -1.1487
C1 -0.2563 1.4501 -0.7362
C2 -0.4536 0.1463 -1.4754
N1 -0.6139 -1.0031 -0.6081
C3 -0.1470 -1.0716 0.6125
N2 0.4289 -0.0776 1.2313
C4 0.4787 1.2769 0.7463
H1 -1.3218 0.2421 -2.1324
H2 0.4317 0.0145 -2.1125
H3 -1.0689 -1.8155 -1.0030
H4 -0.2467 -2.0169 1.1337
H5 0.8234 -0.2322 2.1509
H6 1.5081 1.6253 0.6371
H7 -0.0464 1.9507 1.4254

Computed properties:
- total charge = +1
- LUMO (eV) = -3.66
- total energy (eV) = -9282.3547
- 2S+1 = 1
- energy above the lowest of the compared OMol25 structures with the same formula, charge and spin (kcal/mol) = 10.04
- SMILES = O=C1CNC=[NH+]C1
- HOMO-LUMO gap (eV) = 10.807

---

ORCA calculation (ωB97M-V/def2-TZVPD) on the molecule C3H5NO2S at a distorted geometry.

Geometry (Å):
C1 2.1462 -0.3454 0.0424
O1 1.1285 0.7240 -0.4800
C2 -0.0575 0.1070 -0.1468
O2 -0.2600 -1.0953 0.0144
C3 -1.1170 1.0964 0.1997
N1 -2.3181 1.0172 -0.0211
S1 -3.4177 -0.3397 -0.1467
H1 2.1085 -0.7603 1.1996
H2 3.1434 0.0735 0.0262
H3 2.1873 -1.1120 -0.7781
H4 -0.8350 2.1937 0.2907
H5 -2.7086 -1.5591 -0.2002

Computed properties:
- total charge = 0
- LUMO (eV) = -0.06
- total energy (eV) = -19609.5518
- 2S+1 = 1
- energy above the lowest of the compared OMol25 structures with the same formula, charge and spin (kcal/mol) = 68.24
- SMILES = COC(=O)/C=N\S
- HOMO-LUMO gap (eV) = 9.370

---

ORCA calculation (ωB97M-V/def2-TZVPD) on a 2-piece molecular cluster, C15H8Cl2F7IO3PS overall at a distorted geometry.

Geometry (Å):
O1 -1.1124 2.3405 3.5741
C1 -1.6494 1.8601 2.5473
C2 -3.2278 2.0402 2.2411
P1 -4.0322 3.6794 2.7856
S1 -5.0888 4.5258 1.3555
C3 -3.9890 1.0163 1.5965
Cl1 -5.7575 1.1193 1.2089
C4 -3.1999 -0.3244 1.1433
O2 -3.7399 -1.4480 1.1639
C5 -1.6758 -0.0678 0.6785
C6 -0.8436 1.0655 1.4012
C7 0.6122 1.3860 0.9978
C8 1.3290 0.6059 -0.1657
C9 2.8109 1.0630 -0.5088
F1 3.3523 1.6077 0.7174
F2 3.6914 0.0123 -0.8769
C10 2.7736 2.1707 -1.6654
F3 4.0781 2.6154 -2.0756
F4 2.1918 1.6156 -2.8579
C11 1.9171 3.4852 -1.3354
F5 2.2200 4.1035 -0.1077
F6 2.2546 4.4457 -2.3499
F7 0.5092 3.3027 -1.4687
C12 0.5068 -0.4949 -0.8805
I1 1.3233 -1.6150 -2.5338
C13 -0.9750 -0.8355 -0.4620
Cl2 -1.9437 -2.1379 -1.3090
H1 -3.0026 4.6129 3.1240
H2 -4.8747 3.3555 3.9231
H3 1.1401 2.2336 1.5499
C14 2.2219 -6.2358 -1.9531
C15 1.3445 -5.5686 -0.8727
O3 0.6387 -4.5993 -1.4615
H4 2.9205 -5.5239 -2.4064
H5 2.8204 -7.0427 -1.5056
H6 1.6169 -6.6816 -2.7502
H7 2.0496 -5.2841 -0.0643
H8 0.7893 -6.4032 -0.3971

Computed properties:
- total charge = -1
- LUMO (eV) = -0.11
- total energy (eV) = -94111.6208
- 2S+1 = 1
- energy above the lowest of the compared OMol25 structures with the same formula, charge and spin (kcal/mol) = 164.07
- HOMO-LUMO gap (eV) = 2.807

---

ORCA calculation (ωB97M-V/def2-TZVPD) on the molecule C6H8 at a distorted geometry.

Geometry (Å):
C1 -0.9887 0.1897 -2.9782
C2 -0.7253 -0.1132 -1.8273
C3 -0.3660 -0.3205 -0.4129
C4 -0.9638 -1.2186 0.6206
C5 0.4858 0.5799 0.0276
C6 1.3084 0.8260 1.3273
H1 -1.1611 0.6082 -3.9137
H2 -0.0377 -1.6201 1.1845
H3 -1.3198 -2.1078 0.1358
H4 -1.6505 -0.7820 1.3499
H5 0.7701 1.3294 -0.7283
H6 2.4076 0.5938 1.3777
H7 0.9605 0.2975 2.2192
H8 1.2805 1.7378 1.6178

Computed properties:
- total charge = 0
- LUMO (eV) = 0.96
- total energy (eV) = -6348.0442
- 2S+1 = 1
- energy above the lowest of the compared OMol25 structures with the same formula, charge and spin (kcal/mol) = 63.18
- SMILES = C#C/C(C)=C/C
- HOMO-LUMO gap (eV) = 9.800

---

What is the formula in the second record?
C13H11NO2S2Zn